## a
14
Properties=species:S:1:pos:R:3 method="wB97M-V/def2-TZVPD" smiles="C=C=CC#CC.I" charge=0 gap_ha=0.338 lumo_ev=0.621
C -0.528 2.614 0.948
C -0.521 2.077 -0.250
C -0.267 1.345 -1.314
C -0.516 0.005 -1.243
C -0.912 -1.112 -1.212
C -1.304 -2.471 -1.036
H 0.312 2.845 1.482
H -1.503 2.873 1.427
H 0.011 1.817 -2.281
H -1.141 -3.144 -1.925
H -2.431 -2.272 -0.920
H -0.872 -2.941 -0.171
I -4.527 -0.012 0.396
H -3.263 0.815 0.762



## b
14
Properties=species:S:1:pos:R:3 method="wB97M-V/def2-TZVPD" smiles="C=C=C/C(C)=C/I" charge=0 gap_ha=0.327 lumo_ev=0.638
C -2.250 1.865 0.330
C -1.574 0.836 0.038
C -0.895 -0.269 -0.389
C 0.511 -0.424 -0.160
C 1.166 -1.759 0.219
C 1.340 0.649 -0.246
I 3.390 0.516 -0.254
H -2.884 1.858 1.186
H -2.363 2.647 -0.364
H -1.462 -1.156 -0.825
H 0.435 -2.671 0.174
H 1.514 -1.762 1.232
H 2.110 -1.920 -0.377
H 0.963 1.588 -0.564



The computed energies, referenced to the most stable structure and given in kcal/mol, are a 30.0; b 0.0.